[1]
This record from the Open Molecules 2025 dataset describes a 4-piece molecular cluster, C28H20F34NO5S overall. The level of theory is ωB97M-V with the def2-TZVPD basis set.

Structure (ORCA input):
```
! wB97M-V def2-TZVPD RIJCOSX def2/J DEFGRID3
* xyz 1 1
C -0.813 2.514 -0.274
C -1.012 1.800 0.686
C -1.528 0.608 1.519
C -2.868 0.672 2.200
C -3.273 -0.554 2.958
C -4.633 -0.610 3.737
C -5.763 -1.452 3.021
F -5.061 0.707 4.076
C -2.372 -1.715 2.963
N -1.128 -1.751 2.334
S -0.050 -3.104 2.300
O 1.262 -2.792 1.747
O -0.656 -4.078 1.395
C 0.129 -3.972 3.943
F -1.046 -4.698 4.122
F 1.105 -4.925 3.755
C 0.410 -3.039 5.191
F 0.592 -3.900 6.277
F -0.723 -2.292 5.519
C 1.721 -2.165 5.111
F 1.684 -1.171 4.148
F 2.836 -2.947 4.819
C 2.088 -1.426 6.493
F 3.105 -0.534 6.160
F 1.057 -0.647 6.957
F 2.609 -2.267 7.426
C -0.711 -0.606 1.625
H -0.711 3.193 -1.156
H -3.511 1.586 2.146
H -4.428 -1.106 4.737
H -5.557 -1.691 1.945
H -6.733 -0.903 3.178
H -5.832 -2.437 3.578
H -2.737 -2.626 3.519
H 0.289 -0.587 1.104
C 6.210 -0.726 8.097
C 7.324 -1.026 7.076
C 8.443 -1.952 7.557
F 9.114 -1.446 8.608
F 9.354 -2.131 6.567
F 7.827 0.142 6.616
F 6.726 -1.626 6.003
O 6.310 0.504 8.814
C 7.108 0.520 9.967
C 8.314 1.455 9.833
F 9.103 1.099 8.798
F 9.079 1.407 10.949
F 7.457 -0.737 10.299
F 6.313 0.965 10.966
H 5.292 -0.618 7.516
H 6.017 -1.571 8.762
H 8.049 -2.936 7.829
H 7.990 2.486 9.674
C -0.529 -0.706 -5.542
C -1.800 -0.977 -6.368
C -2.816 0.165 -6.423
F -3.296 0.487 -5.203
F -3.884 -0.202 -7.174
F -2.378 -2.120 -5.927
F -1.396 -1.229 -7.645
O -0.507 -1.219 -4.206
C -1.093 -0.442 -3.205
C -2.297 -1.108 -2.555
F -3.270 -1.388 -3.441
F -2.834 -0.265 -1.632
F -1.376 0.781 -3.689
F -0.133 -0.272 -2.254
H 0.276 -1.247 -6.044
H -0.224 0.341 -5.580
H -2.380 1.056 -6.876
H -2.007 -2.043 -2.069
C -2.664 2.537 -11.006
C -2.836 2.422 -9.480
C -4.280 2.381 -8.972
F -4.963 3.498 -9.280
F -4.303 2.281 -7.613
F -2.139 3.414 -8.878
F -2.232 1.255 -9.101
O -2.412 3.840 -11.530
C -3.519 4.661 -11.787
C -3.533 5.917 -10.910
F -3.556 5.603 -9.596
F -4.639 6.657 -11.158
F -4.654 3.942 -11.688
F -3.420 5.029 -13.083
H -1.758 1.977 -11.248
H -3.459 2.026 -11.554
H -4.815 1.517 -9.375
H -2.650 6.531 -11.098
*
```

The value obtained for the lowest unoccupied orbital energy is -5.7 eV. The calculation puts the total energy at -144303.73910 eV. As for the orbital gap: 7.4 eV.

***

[2]
This record from the Open Molecules 2025 dataset describes a single C28H20N2O3 molecule. The level of theory is ωB97M-V with the def2-TZVPD basis set.

Structure (ORCA input):
```
! wB97M-V def2-TZVPD RIJCOSX def2/J DEFGRID3
* xyz 0 1
C 0.215 0.165 1.325
C -0.751 1.197 1.706
N -1.576 1.961 2.060
C 1.545 0.408 1.896
C 2.469 -0.663 2.128
C 3.788 -0.414 2.485
C 4.219 0.930 2.645
N 5.611 1.223 2.808
O 5.926 2.437 2.870
O 6.458 0.304 2.826
C 3.315 2.003 2.562
C 1.996 1.734 2.209
H -0.079 -0.892 1.576
H 2.129 -1.709 2.101
H 4.526 -1.198 2.639
H 3.658 3.029 2.764
H 1.270 2.551 2.247
C -6.994 -0.611 -0.503
O -5.940 -1.334 0.200
C -4.633 -0.983 0.064
C -3.681 -1.843 0.683
C -2.333 -1.559 0.546
C -1.866 -0.471 -0.220
C -0.404 -0.219 -0.314
C 0.080 0.994 -1.022
C 1.258 0.642 -1.740
C 1.892 1.556 -2.572
C 1.424 2.869 -2.582
C 0.225 3.216 -1.913
C -0.454 2.273 -1.126
C 1.477 -0.783 -1.582
C 0.446 -1.330 -0.794
C 0.293 -2.730 -0.730
C 1.318 -3.504 -1.317
C 2.390 -2.948 -2.004
C 2.438 -1.568 -2.240
C -2.829 0.332 -0.868
C -4.186 0.104 -0.720
H -7.905 -1.133 -0.201
H -7.027 0.442 -0.171
H -6.850 -0.690 -1.595
H -4.055 -2.645 1.314
H -1.653 -2.226 1.082
H 2.763 1.238 -3.170
H 1.936 3.623 -3.184
H -0.127 4.239 -1.965
H -1.387 2.595 -0.638
H -0.562 -3.219 -0.301
H 1.280 -4.584 -1.191
H 3.166 -3.591 -2.452
H 3.192 -1.108 -2.860
H -2.504 1.115 -1.557
H -4.907 0.778 -1.205
*
```

As for the SMILES: COc1ccc(C2([C@H](C#N)c3ccc([N+](=O)[O-])cc3)c3ccccc3-c3ccccc32)cc1. The value obtained for the lowest unoccupied orbital energy is -1.1 eV. The calculation puts the total energy at -38478.90918 eV. As for the orbital gap: 7.3 eV.

***

[3]
This record from the Open Molecules 2025 dataset describes C28H20N5O2S5Y as an isolated structure. The level of theory is ωB97M-V with the def2-TZVPD basis set.

Structure (ORCA input):
```
! wB97M-V def2-TZVPD RIJCOSX def2/J DEFGRID3
* xyz 0 1
Y -0.359 -0.962 -0.529
C -0.527 0.257 -5.661
S -1.168 1.456 -4.487
C -1.630 0.468 -3.106
S -1.433 -1.249 -3.107
N -2.131 1.204 -2.147
N -2.290 0.440 -1.012
C -3.273 0.638 -0.230
C -3.349 -0.257 0.936
C -4.283 -0.067 1.943
C -4.289 -0.941 3.018
C -3.374 -1.979 3.044
C -2.476 -2.101 1.993
N -2.454 -1.263 0.960
H -0.216 0.846 -6.524
H 0.332 -0.276 -5.260
H -1.284 -0.458 -5.974
H -4.029 1.394 -0.423
H -4.976 0.761 1.890
H -4.997 -0.811 3.826
H -3.344 -2.687 3.860
H -1.730 -2.888 1.978
S 0.406 -0.873 4.261
C -0.481 0.599 4.013
C -1.032 1.470 4.948
C -1.690 2.590 4.483
C -1.780 2.859 3.112
C -1.231 2.002 2.181
C -0.590 0.851 2.641
N -0.012 -0.118 1.833
C 0.559 -1.050 2.542
C 1.174 -2.259 1.966
C 2.150 -2.943 2.698
C 2.696 -4.097 2.171
C 2.269 -4.556 0.930
C 1.309 -3.853 0.217
C 0.718 -2.679 0.707
H -0.948 1.280 6.010
H -2.125 3.283 5.192
H -2.273 3.762 2.777
H -1.246 2.226 1.122
H 2.503 -2.573 3.654
H 3.462 -4.633 2.718
H 2.704 -5.457 0.516
H 1.027 -4.229 -0.762
O 3.484 -0.519 -0.637
S 2.420 -0.166 -1.528
O 1.642 -1.286 -2.079
N 1.264 0.779 -0.897
C 1.294 2.046 -1.380
S 0.330 3.276 -0.912
C 2.321 2.183 -2.465
C 2.630 3.311 -3.211
C 3.604 3.201 -4.190
C 4.271 1.997 -4.418
C 3.975 0.869 -3.669
C 2.986 0.998 -2.712
H 2.105 4.237 -3.022
H 3.857 4.065 -4.790
H 5.031 1.948 -5.186
H 4.494 -0.067 -3.822
*
```

The calculation puts the energy above the lowest of the compared OMol25 structures with the same formula, charge and spin at 0.0 kcal per mole. The value obtained for the lowest unoccupied orbital energy is -0.8 eV. The calculation puts the total energy at -96128.54117 eV. As for the orbital gap: 7.2 eV.

***

[4]
This record from the Open Molecules 2025 dataset describes C28H21F3HfN10O5S as an isolated structure. The level of theory is ωB97M-V with the def2-TZVPD basis set.

Structure (ORCA input):
```
! wB97M-V def2-TZVPD RIJCOSX def2/J DEFGRID3
* xyz 0 1
Hf 0.793 0.633 0.544
O 3.610 -1.945 -1.562
C 2.661 -1.259 -1.216
N 2.413 -0.711 -0.007
C 3.339 -0.931 1.042
C 4.055 -2.107 1.252
C 4.882 -2.215 2.357
C 4.998 -1.165 3.257
C 4.279 0.002 3.061
C 3.446 0.120 1.955
N 2.590 1.224 1.714
C 3.106 2.454 1.901
O 4.246 2.769 2.213
C 2.080 3.543 1.757
C 2.427 4.864 2.015
C 1.439 5.827 1.986
C 0.131 5.433 1.729
C -0.116 4.099 1.467
N 0.841 3.171 1.449
C 1.589 -0.960 -2.228
C 1.633 -1.586 -3.467
C 0.604 -1.370 -4.360
C -0.447 -0.548 -3.974
C -0.406 0.036 -2.725
N 0.605 -0.139 -1.870
H 3.967 -2.921 0.551
H 5.441 -3.129 2.517
H 5.648 -1.256 4.118
H 4.362 0.823 3.758
H 3.460 5.082 2.245
H 1.672 6.865 2.184
H -0.683 6.145 1.743
H -1.125 3.740 1.305
H 2.473 -2.232 -3.675
H 0.606 -1.844 -5.333
H -1.292 -0.369 -4.625
H -1.230 0.641 -2.370
N -2.609 1.237 -0.216
N -2.608 2.532 -0.703
C -1.461 3.063 -1.152
N -1.516 4.254 -1.740
N -0.346 2.357 -0.914
N 0.831 2.787 -1.396
O 1.787 2.132 -0.961
O 0.969 3.710 -2.177
H -3.349 0.676 -0.604
H -2.511 1.178 0.792
H -3.423 3.126 -0.637
H -2.404 4.666 -1.967
H -0.663 4.648 -2.109
O 0.772 -0.699 2.599
S -0.353 0.106 3.154
N -0.809 1.133 2.191
F -5.044 -7.219 -0.201
C -5.497 -6.015 -0.603
F -5.908 -6.154 -1.875
F -6.596 -5.759 0.139
C -4.461 -4.944 -0.446
C -3.938 -4.703 0.819
C -2.989 -3.716 0.997
C -2.546 -2.951 -0.089
C -3.076 -3.213 -1.355
C -4.028 -4.202 -1.534
C -1.572 -1.920 0.099
C -0.743 -1.043 0.258
H -4.276 -5.293 1.662
H -2.573 -3.526 1.977
H -2.725 -2.635 -2.201
H -4.432 -4.400 -2.517
*
```

The calculation puts the energy above the lowest of the compared OMol25 structures with the same formula, charge and spin at 11.6 kcal per mole. The value obtained for the lowest unoccupied orbital energy is -1.3 eV. The calculation puts the total energy at -74809.80889 eV. As for the orbital gap: 6.0 eV.

***

[5]
This record from the Open Molecules 2025 dataset describes C28H21N10O3SSn as an isolated structure. The level of theory is ωB97M-V with the def2-TZVPD basis set.

Structure (ORCA input):
```
! wB97M-V def2-TZVPD RIJCOSX def2/J DEFGRID3
* xyz 1 1
Sn -0.229 0.000 0.143
C 0.404 0.735 4.646
C -0.169 0.781 3.383
N 0.582 0.597 2.301
C 1.892 0.374 2.451
C 2.434 0.310 3.731
N 1.696 0.490 4.818
C 2.699 0.229 1.211
C 4.079 0.129 1.211
C 4.754 -0.006 -0.001
C 4.010 -0.024 -1.177
C 2.632 0.083 -1.110
N 2.011 0.210 0.066
C 1.749 0.067 -2.306
C 2.208 -0.092 -3.608
N 1.385 -0.087 -4.649
C 0.090 0.065 -4.410
C -0.398 0.211 -3.117
N 0.439 0.216 -2.087
C 6.228 -0.127 -0.038
C 7.031 0.659 0.781
C 8.408 0.509 0.700
N 9.004 -0.357 -0.112
C 8.230 -1.111 -0.887
C 6.845 -1.032 -0.893
H -0.201 0.889 5.530
H -1.231 0.952 3.243
H 3.482 0.097 3.890
H 4.642 0.132 2.132
H 4.521 -0.106 -2.125
H 3.259 -0.232 -3.826
H -0.584 0.065 -5.256
H -1.456 0.306 -2.904
H 6.605 1.395 1.450
H 9.059 1.117 1.317
H 8.738 -1.817 -1.533
H 6.267 -1.689 -1.530
N -5.262 2.194 5.508
C -4.898 1.764 4.251
C -4.001 0.694 4.098
C -3.701 0.212 2.841
C -4.276 0.803 1.717
C -5.165 1.861 1.852
C -5.473 2.337 3.111
S -3.913 0.129 0.145
O -4.755 0.720 -0.846
O -3.747 -1.282 0.261
N -2.341 0.703 -0.107
C -2.028 2.004 -0.131
N -2.852 3.054 -0.212
C -2.272 4.239 -0.249
C -0.886 4.451 -0.216
C -0.101 3.334 -0.109
N -0.667 2.123 -0.047
H -4.638 1.980 6.268
H -5.674 3.110 5.576
H -3.590 0.216 4.980
H -3.057 -0.655 2.719
H -5.608 2.296 0.966
H -6.183 3.146 3.226
H -2.941 5.091 -0.313
H -0.464 5.442 -0.260
H 0.981 3.371 -0.059
O -0.171 -1.826 0.320
*
```

The value obtained for the lowest unoccupied orbital energy is -4.4 eV. The calculation puts the total energy at -67080.64651 eV. As for the orbital gap: 6.3 eV.

***

[6]
This record from the Open Molecules 2025 dataset describes C28H21N3NaO4PSTe as an isolated structure. The level of theory is ωB97M-V with the def2-TZVPD basis set.

Structure (ORCA input):
```
! wB97M-V def2-TZVPD RIJCOSX def2/J DEFGRID3
* xyz -2 1
Na 0.842 -1.612 -0.803
O 8.305 -1.861 -0.217
C 7.501 -2.736 -0.599
O 7.698 -3.954 -0.790
C 6.009 -2.312 -0.561
C 5.646 -0.997 -0.285
C 4.308 -0.651 -0.255
N 3.326 -1.527 -0.492
C 3.673 -2.791 -0.765
C 4.991 -3.224 -0.797
C 2.458 -3.672 -1.015
O 2.175 -4.536 -0.160
O 1.752 -3.352 -2.016
H 6.427 -0.272 -0.098
H 3.985 0.364 -0.045
H 5.241 -4.255 -1.005
N -3.043 -1.090 -0.414
P -1.927 0.236 -0.261
C -1.989 0.498 1.560
C -2.296 -0.541 2.431
C -2.268 -0.341 3.806
C -1.933 0.901 4.321
C -1.617 1.943 3.456
C -1.637 1.742 2.086
C -3.125 1.529 -0.786
C -4.333 1.738 -0.120
C -5.235 2.686 -0.576
C -4.931 3.446 -1.700
C -3.725 3.256 -2.358
C -2.824 2.303 -1.902
C -2.654 -2.401 -0.587
C -3.589 -3.384 -0.939
C -3.158 -4.687 -1.063
C -1.821 -4.991 -0.843
C -0.964 -3.957 -0.509
N -1.368 -2.684 -0.380
H -4.027 -0.908 -0.523
H -2.551 -1.516 2.033
H -2.499 -1.162 4.474
H -1.905 1.056 5.393
H -1.337 2.911 3.851
H -1.349 2.542 1.413
H -4.554 1.169 0.777
H -6.169 2.846 -0.050
H -5.631 4.195 -2.052
H -3.476 3.863 -3.219
H -1.862 2.181 -2.386
H -4.622 -3.107 -1.114
H -3.861 -5.464 -1.339
H -1.434 -5.996 -0.938
H 0.091 -4.174 -0.347
Te 0.838 2.117 -0.848
C 2.054 3.807 -0.522
C 2.782 4.161 0.583
C 3.478 5.396 0.448
C 3.279 5.982 -0.764
S 2.234 5.021 -1.733
H 2.820 3.537 1.465
H 4.110 5.821 1.218
H 3.690 6.907 -1.139
*
```

The calculation puts the energy above the lowest of the compared OMol25 structures with the same formula, charge and spin at 9.8 kcal per mole. The value obtained for the lowest unoccupied orbital energy is 3.5 eV. The calculation puts the total energy at -73875.28704 eV. As for the orbital gap: 5.4 eV.